Record 1
Density functional theory data (wB97M-V/def2-TZVPD) for a molecular structure, C3H6FeNO4S at a distorted geometry.

Output
Charge: +1
Spin multiplicity: 7
E_HOMO (spin up / spin down) (eV): -13.601 / -14.919
LUMO energy (spin up / spin down) (eV): -4.8515 / -8.0750

Structure (XYZ):
```
16
Properties=species:S:1:pos:R:3:forces:R:3
Fe 0.83186 -0.08650 -0.15725 -0.716 0.433 -0.623
S -1.29815 0.12316 -2.04635 -4.293 -0.351 0.858
O 2.27787 -0.48208 0.86753 -0.814 0.313 -1.363
O -2.42975 0.76802 -2.70836 2.601 -1.060 0.548
O 0.22080 0.50254 2.65000 -0.034 0.379 -0.308
O -1.62979 -1.14288 -1.35320 1.179 1.225 -0.902
N -0.03643 0.80627 -1.70346 1.757 -0.400 0.788
C -0.62848 0.06713 1.71196 -0.221 -0.125 -0.158
C 2.50169 -0.20566 2.19890 0.363 0.147 1.968
C 1.25964 -0.38277 3.07012 0.094 -0.624 0.248
H -1.41302 0.78808 1.46982 0.187 -0.186 0.125
H -0.87328 -1.00493 1.71946 0.023 0.153 0.017
H 2.87393 0.82796 2.34967 -0.044 -0.338 -0.431
H 1.48175 -0.12791 4.11399 -0.009 -0.055 -0.332
H 0.89306 -1.41985 3.01468 0.072 0.242 0.048
H 3.26844 -0.87911 2.63215 -0.145 0.247 -0.483
```
Positions in Å, forces in eV/Å.

Record 2
Density functional theory data (wB97M-V/def2-TZVPD) for C4H9NO in the gas phase.

Output
Relative energy (zero: lowest compared OMol25 entry of this formula, charge and spin) (eV): 1.686
Charge: 0
SMILES: C/N=C(/C)OC
Spin multiplicity: 1
E_HOMO (eV): -9.761
LUMO energy (eV): 0.9774

Structure (XYZ):
```
15
Properties=species:S:1:pos:R:3:forces:R:3
O -0.19003 -0.37686 -0.90981 -0.056 0.042 -0.081
N -0.28947 1.34246 0.62060 -0.002 -0.491 -0.104
C -0.55251 0.14645 0.31128 0.017 0.232 0.165
C -1.30427 -0.81604 1.19122 -0.016 0.013 0.010
C 0.81709 -1.36924 -0.86550 0.249 -0.272 -0.013
C 0.51625 2.11922 -0.31167 0.127 0.156 -0.114
H 1.56305 -1.14857 -0.09229 -0.085 0.005 -0.080
H 1.34154 2.59303 0.22797 -0.228 0.029 0.084
H -0.61481 -1.52088 1.67294 -0.052 0.139 -0.101
H 1.31330 -1.35154 -1.83771 -0.067 -0.104 0.098
H -1.85904 -0.29629 1.97221 0.134 0.036 -0.110
H 0.95383 1.53921 -1.13193 -0.183 0.064 0.115
H 0.40172 -2.36736 -0.68342 0.020 0.096 -0.027
H -1.99150 -1.40471 0.57691 0.035 0.089 0.087
H -0.10514 2.91113 -0.74079 0.107 -0.035 0.070
```
Positions in Å, forces in eV/Å.

E readings, ordered: -2135.0330; -287.7705 hartree